Here is a 11-piece molecular cluster, C13H49N19O11 overall at a distorted geometry from OMol25. Energies are from wB97M-V/def2-TZVPD.

Calculated values
Total charge: 0
LUMO energy in eV: 0.32
Kohn-Sham gap in eV: 9.20
Energy in Eh: -2393.1115
HOMO energy in Ha: -0.32667

XYZ file:
```
92
Properties=species:S:1:pos:R:3:forces:R:3
C 4.357195 -0.868436 -0.660523 0.63 -0.06 0.86
C 4.988340 -1.838581 -1.671681 -0.22 0.57 0.36
C 6.520526 -1.796414 -1.580176 -0.22 1.49 -0.24
O 7.215695 -2.256637 -2.729190 -0.36 -0.84 0.71
C 7.395023 -3.673186 -2.762888 0.54 0.86 -0.52
N 4.364407 -3.137462 -1.424336 0.45 -0.18 -0.05
H 4.735213 -1.069502 0.349016 0.07 -0.36 -0.06
H 3.285567 -1.031799 -0.574663 -0.04 0.16 -0.35
H 4.590699 0.190251 -0.780160 -0.21 -0.03 -0.60
H 4.754715 -1.471082 -2.678565 0.09 0.00 -0.07
H 6.965217 -2.109030 -0.629048 -0.23 -0.75 -0.07
H 6.722964 -0.719262 -1.577019 0.07 0.00 -0.09
H 6.456902 -4.221726 -2.825445 0.01 -0.08 -0.07
H 7.991820 -4.031051 -1.920354 -0.11 0.02 0.15
H 7.973710 -3.810070 -3.675912 -0.10 -0.43 0.02
H 3.421875 -3.101638 -1.795720 -0.05 -0.21 0.05
H 4.877780 -3.840440 -1.936602 -0.31 -0.20 -0.04
O -2.870793 2.307253 2.384386 0.23 0.04 0.02
H -2.866539 1.497406 1.843153 -0.31 0.24 -0.18
H -3.800834 2.445029 2.588857 -0.03 -0.16 0.08
C -2.903517 0.024241 -2.103951 0.48 -1.42 0.80
O -2.415582 0.278821 -3.200319 -0.80 0.76 0.04
N -2.242021 -0.767368 -1.206963 -0.19 0.22 0.24
N -4.155513 0.351804 -1.655001 0.45 0.53 -1.31
H -2.606233 -0.814710 -0.271626 0.24 -0.09 0.09
H -1.309376 -1.091874 -1.390147 0.03 0.06 -0.01
H -4.476515 0.068439 -0.736609 -0.08 0.29 -0.48
H -4.714183 0.755684 -2.386494 -0.42 0.09 0.45
C -0.442739 -1.705617 5.296904 -1.98 0.04 -1.18
O -1.053278 -2.741638 4.982524 0.67 0.07 0.20
N -0.339937 -0.656283 4.449212 0.68 0.49 0.22
N -0.080265 -1.488084 6.566282 0.65 -0.22 1.02
H 0.238974 0.126507 4.705721 -0.02 0.06 -0.16
H -0.561669 -0.746440 3.472187 -0.06 -0.49 0.04
H -0.035077 -2.318855 7.130938 -0.01 0.16 0.15
H 0.416108 -0.668184 6.864903 0.08 -0.06 -0.06
C -3.275012 5.376925 -0.410974 1.69 -0.39 0.57
O -3.476664 6.540549 -0.699659 -0.23 -0.10 -0.21
N -2.789760 4.420552 -1.250222 -0.95 -0.09 0.16
N -3.258117 4.964061 0.916138 -0.68 1.37 0.74
H -2.654764 3.511139 -0.843000 0.55 -0.13 -0.44
H -2.382247 4.696615 -2.120178 -0.22 -0.16 -0.18
H -3.261093 4.074696 1.384484 0.27 -0.39 -0.79
H -3.226446 5.767325 1.522477 -0.48 -0.10 0.07
C 0.264158 1.917837 -3.751521 -0.97 0.10 0.73
O 0.618129 0.803974 -3.362355 0.37 0.46 -0.09
N 0.409462 2.290381 -5.063618 0.26 -0.02 -0.34
N -0.362856 2.830020 -2.971839 0.43 -0.44 -0.40
H 0.368622 1.492315 -5.676932 0.19 0.15 -0.16
H -0.158710 3.072937 -5.340331 -0.07 -0.12 -0.26
H -0.426414 3.753884 -3.356500 -0.19 0.16 0.40
H -0.545612 2.584388 -1.982594 0.46 0.36 -0.16
C 0.116701 1.141098 0.093718 -0.93 0.33 -0.10
O -0.410695 2.170381 -0.361503 -0.13 -0.20 0.45
N 0.831012 0.279355 -0.641398 0.01 0.30 0.65
N -0.051779 0.763308 1.388713 0.05 0.29 0.00
H 1.263870 -0.418329 -0.065265 0.35 -0.47 -0.86
H 0.876279 0.439445 -1.647131 0.38 -0.31 -0.09
H -0.740426 1.281360 1.902536 0.24 0.06 0.24
H 0.131866 -0.199254 1.620819 -0.30 0.05 -0.01
C -4.247408 -0.457424 2.125272 -0.56 -2.18 0.12
O -4.079699 0.174608 1.070963 0.29 0.37 1.09
N -3.295737 -1.194717 2.733114 0.92 0.91 -0.87
N -5.470113 -0.632551 2.684260 -0.57 0.93 -0.32
H -2.397805 -1.193346 2.257705 0.13 -0.55 0.17
H -3.455643 -1.881631 3.446623 -0.05 0.13 0.13
H -5.630560 -1.293760 3.418634 -0.07 0.17 0.14
H -6.191683 -0.001781 2.381923 -0.20 -0.29 0.06
C 0.706583 4.181991 2.811094 -0.23 -1.32 0.96
O 1.302435 3.109052 2.847626 -0.03 0.46 -0.30
N -0.509648 4.353928 2.245884 -0.74 0.34 -0.36
N 1.164004 5.274900 3.479409 0.32 0.37 -0.19
H -1.129850 3.589330 2.026079 0.52 -0.16 -0.10
H -0.989561 5.231463 2.332359 0.16 0.07 -0.09
H 0.562252 6.060227 3.633264 0.30 0.18 0.11
H 2.076539 5.198952 3.887030 -0.07 0.19 0.10
C -0.616071 -3.164116 1.536557 1.06 -0.18 -1.39
O -0.755576 -1.927786 1.587028 -0.59 -0.02 0.72
N -0.202611 -3.713910 0.359237 -0.48 0.37 0.88
N -0.791293 -4.014665 2.553838 -0.04 -0.05 1.12
H 0.230206 -4.616499 0.385786 -0.18 -0.10 -0.57
H -0.410519 -3.187281 -0.480249 0.49 -0.42 -0.36
H -0.812153 -3.661511 3.518165 -0.17 0.19 -0.35
H -0.612417 -4.996081 2.443419 -0.04 0.03 -0.26
C -0.381927 -2.745146 -3.621841 -0.08 1.17 0.59
O -0.425209 -3.035484 -2.422620 0.13 -0.13 0.05
N -0.167557 -3.669989 -4.581409 -0.04 -0.38 -0.65
N -0.521373 -1.479434 -4.072140 0.16 -0.91 -0.04
H 0.037461 -4.615814 -4.323358 0.01 0.03 -0.02
H -0.004993 -3.336652 -5.513099 0.11 -0.40 -0.08
H -0.654811 -0.701120 -3.442462 -0.17 -0.12 -0.18
H -0.583394 -1.278737 -5.052682 -0.02 0.01 0.05
```
Positions in Å, forces in eV/Å.